Entry 1:
Computed, not measured: a 5-piece molecular cluster, C41H87F7N7O11PS overall in a non-equilibrium geometry, with wB97M-V/def2-TZVPD.

Properties
* highest occupied orbital energy: -0.3102 hartree
* SMILES string: CCCCCCCC[C@]1([PH2]=S)[C@@H](C(F)(F)C(F)(F)C(F)(F)F)NC(=O)[C@@]1(CCN)ON=O.COCCNCCOC.COCCNCCOC.COCCNCCOC.COCCNCCOC
* total charge: 0
* ΔE to the lowest compared entry with this formula, charge and spin: 0.0 kcal/mol

XYZ file:
```
155
Properties=species:S:1:pos:R:3:forces:R:3
C 4.866907 -0.912109 0.274831 -0.7 -0.4 -0.2
C 3.958691 -2.055066 -0.219546 0.1 0.4 0.0
C 4.574691 -2.840999 -1.371155 0.0 -0.2 0.1
C 3.662390 -3.903917 -1.988837 0.2 0.2 -0.2
C 2.442455 -3.299681 -2.687068 -0.2 0.0 -0.3
C 1.267347 -4.257067 -2.919108 0.2 -0.1 0.3
C 0.639565 -4.797849 -1.623323 0.1 0.2 -0.2
C -0.351784 -3.851601 -0.932268 0.2 -0.3 0.3
C -1.662732 -3.486046 -1.664392 -0.5 0.7 -0.4
P -2.241253 -4.899719 -2.707859 0.0 -0.7 0.5
S -2.690778 -6.488663 -1.672069 0.0 0.1 0.0
C -1.384280 -2.107864 -2.392988 1.2 -0.3 -0.1
C -2.050129 -1.847031 -3.739312 -0.1 0.4 0.5
F -3.388584 -1.995300 -3.668391 -0.3 0.0 0.0
F -1.588176 -2.738237 -4.643947 0.1 -0.2 -0.2
C -1.834515 -0.424840 -4.333877 0.3 -0.3 -0.3
F -2.582195 0.473920 -3.696078 -0.1 0.2 0.2
F -2.252242 -0.483731 -5.611338 -0.1 0.0 -0.2
C -0.359730 0.068221 -4.371915 0.0 0.3 0.0
F -0.005762 0.603714 -3.197826 0.0 -0.2 -0.2
F -0.222324 0.999254 -5.314121 0.0 -0.1 0.2
F 0.470915 -0.946744 -4.651327 -0.1 0.2 0.1
N -1.728432 -1.070193 -1.446771 -0.5 -0.4 -0.2
C -2.861163 -1.528991 -0.744426 0.5 -0.2 -0.2
O -3.685474 -0.835450 -0.239295 -0.2 0.1 0.6
C -2.871203 -3.077804 -0.728167 -0.2 0.2 -0.1
C -2.797546 -3.484448 0.749197 0.4 -0.4 0.0
C -1.783752 -2.694979 1.616876 -0.2 -0.2 0.3
N -2.368853 -1.714835 2.535620 -0.2 -0.1 -0.1
O -4.119715 -3.414552 -1.345427 -0.1 0.1 0.1
N -4.985516 -4.326826 -0.553203 0.2 0.2 0.4
O -6.069702 -3.958824 -0.620523 -0.2 -0.2 -0.4
H 5.399781 -0.484223 -0.576728 0.2 0.0 0.2
H 4.253277 -0.114044 0.695256 0.3 -0.1 0.1
H 5.562123 -1.292617 1.022209 0.2 0.2 -0.1
H 3.747733 -2.731205 0.616473 -0.1 0.0 -0.1
H 3.005963 -1.607047 -0.517603 0.0 -0.2 -0.1
H 5.485543 -3.322956 -1.000188 0.0 0.0 -0.1
H 4.902803 -2.159408 -2.164438 -0.1 0.1 0.1
H 3.393633 -4.651934 -1.238304 -0.1 0.1 0.0
H 4.246458 -4.429207 -2.751663 -0.1 -0.2 0.1
H 2.082938 -2.404229 -2.167705 0.0 -0.1 0.1
H 2.773818 -2.952130 -3.671293 0.0 0.1 0.1
H 1.616751 -5.106375 -3.514412 0.0 0.0 0.0
H 0.521906 -3.735819 -3.524550 0.0 -0.2 -0.1
H 0.202829 -5.785668 -1.783531 -0.2 0.1 0.0
H 1.437848 -4.957508 -0.895108 0.0 -0.1 0.0
H 0.201651 -2.930835 -0.713362 -0.2 0.1 0.1
H -0.585189 -4.290675 0.035846 -0.1 -0.1 -0.1
H -1.181524 -5.152536 -3.582480 0.0 0.3 -0.2
H -3.245948 -4.403702 -3.534936 0.0 0.1 -0.1
H -0.318687 -2.056693 -2.621517 0.0 0.0 0.1
H -0.979145 -0.709211 -0.871560 -0.1 0.3 -0.1
H -2.577234 -4.553303 0.796394 -0.1 0.0 -0.1
H -3.777024 -3.350218 1.208343 0.0 0.1 -0.1
H -1.009896 -2.210470 1.019467 -0.1 0.1 0.0
H -1.261924 -3.426104 2.237451 0.1 0.1 -0.1
H -2.730652 -2.205964 3.345645 0.1 0.1 0.0
H -3.180935 -1.275132 2.111513 0.2 0.2 -0.1
C -4.524498 3.241343 -2.285411 -0.1 0.0 0.0
O -5.178229 3.027544 -1.052047 0.3 0.2 0.0
C -4.545875 2.055282 -0.221595 -0.2 0.0 0.0
C -3.962305 2.690358 1.019536 0.1 0.1 -0.1
N -2.811279 3.521001 0.690279 -0.1 0.0 0.0
C -2.311523 4.335373 1.791331 0.1 0.0 -0.1
C -3.226710 5.418723 2.350080 0.1 0.0 0.2
O -3.489534 6.475418 1.446454 0.0 0.0 0.0
C -4.575799 6.271758 0.563970 0.0 0.1 0.0
H -5.164099 3.890607 -2.882531 0.0 0.0 0.0
H -3.550236 3.727754 -2.161395 0.0 -0.1 0.0
H -4.377816 2.300247 -2.826018 0.0 0.0 0.0
H -3.779889 1.512864 -0.775977 0.0 0.0 0.0
H -5.311876 1.334920 0.076111 0.0 0.0 0.0
H -3.642109 1.899015 1.704535 0.0 0.0 0.0
H -4.765091 3.258117 1.512047 0.0 -0.1 0.0
H -3.060606 4.130505 -0.078557 0.0 0.0 0.0
H -1.396712 4.824388 1.446808 0.0 0.0 0.0
H -2.024806 3.668587 2.611522 0.0 0.0 0.0
H -2.711364 5.874108 3.199867 0.0 0.0 0.0
H -4.167844 5.007534 2.735694 0.0 0.0 -0.1
H -5.353452 5.651170 1.018380 0.0 0.0 0.0
H -4.263450 5.810867 -0.377691 0.0 -0.1 0.0
H -4.998763 7.249724 0.333822 0.0 0.0 0.0
C 4.026660 6.958774 2.110000 0.1 0.0 0.0
O 5.025714 6.270271 2.833667 -0.1 0.0 0.0
C 4.677332 5.969769 4.179184 0.1 0.0 0.1
C 4.529344 4.477680 4.379418 -0.1 0.0 -0.1
N 3.354671 3.971495 3.684684 0.1 0.0 -0.1
C 3.247319 2.518238 3.647533 -0.1 0.1 0.0
C 4.317864 1.742584 2.889111 0.0 -0.2 0.1
O 4.308310 1.959567 1.491259 0.0 0.3 0.1
C 5.055685 3.070249 1.034424 0.0 -0.1 -0.1
H 4.456129 7.231013 1.147508 0.0 0.0 0.0
H 3.139320 6.339832 1.936523 0.0 0.0 0.0
H 3.718752 7.872616 2.627682 0.0 0.0 0.0
H 3.759057 6.490358 4.467054 0.0 0.0 0.0
H 5.487012 6.332828 4.818430 0.0 0.0 0.0
H 4.424226 4.271348 5.448991 0.0 0.0 0.0
H 5.461102 4.005193 4.036956 0.0 0.0 0.1
H 3.362496 4.321823 2.734910 0.0 0.0 0.0
H 2.282313 2.274735 3.196017 0.0 0.0 0.0
H 3.217546 2.147076 4.677411 0.0 0.0 0.0
H 4.106250 0.677713 3.025737 0.0 0.0 0.0
H 5.323943 1.914943 3.290908 0.0 0.1 0.0
H 5.921275 3.263921 1.673793 0.0 0.0 0.0
H 4.449609 3.978502 0.970659 0.0 0.0 0.1
H 5.408216 2.833861 0.029912 0.0 0.0 0.0
C -7.370681 -0.436376 -2.855744 0.0 0.0 0.1
O -8.031520 0.094043 -1.726983 -0.1 0.0 -0.2
C -7.806019 1.485969 -1.516278 -0.1 -0.1 0.2
C -9.080323 2.275430 -1.711587 -0.1 -0.1 -0.1
N -9.474795 2.291747 -3.113981 0.0 -0.1 0.1
C -10.798329 2.846444 -3.368628 0.1 0.0 -0.1
C -12.003926 2.108654 -2.797266 -0.1 0.1 0.0
O -12.227458 0.835497 -3.372160 0.1 0.0 0.0
C -11.521391 -0.237493 -2.779680 -0.1 0.0 -0.1
H -7.519460 -1.515082 -2.840653 0.0 0.0 0.0
H -7.770081 -0.038718 -3.796355 0.0 0.0 0.0
H -6.294408 -0.233630 -2.819146 0.0 0.0 0.0
H -7.014986 1.858097 -2.168105 0.0 0.0 0.0
H -7.472773 1.606235 -0.483386 0.0 0.0 0.0
H -8.914298 3.304264 -1.377723 0.0 0.0 0.0
H -9.848777 1.830268 -1.063304 0.0 0.1 0.1
H -9.444877 1.344537 -3.469988 0.0 0.0 0.0
H -10.928436 2.896816 -4.452661 0.0 0.0 0.0
H -10.817788 3.877225 -2.998701 0.0 0.0 0.0
H -12.891242 2.702180 -3.033238 0.0 0.0 0.0
H -11.959991 2.028257 -1.704031 0.1 0.0 0.0
H -11.358397 -0.071844 -1.711008 0.0 0.0 0.0
H -10.554262 -0.411782 -3.259957 0.0 0.0 0.1
H -12.125111 -1.136248 -2.906427 0.0 0.0 0.0
C 11.133064 -1.263671 4.567712 0.1 0.0 0.0
O 11.441432 -2.411212 3.804591 -0.1 0.1 0.0
C 10.940895 -3.629075 4.341738 0.1 -0.1 0.0
C 9.870049 -4.214541 3.448092 -0.1 0.1 0.0
N 8.663683 -3.400009 3.475503 0.1 0.0 -0.1
C 7.657512 -3.769496 2.487709 -0.1 0.1 0.1
C 8.009490 -3.609404 1.012979 -0.1 -0.1 -0.1
O 8.178711 -2.266199 0.603719 0.0 0.0 0.1
C 9.474297 -1.728383 0.786648 -0.1 0.1 -0.1
H 11.666582 -0.426677 4.120752 0.0 0.0 0.0
H 10.060452 -1.039048 4.563768 0.0 0.0 0.0
H 11.462365 -1.375427 5.605585 0.0 0.0 0.0
H 10.556994 -3.476767 5.354974 -0.1 0.0 0.0
H 11.776309 -4.332423 4.398403 0.0 0.0 0.0
H 9.625210 -5.221489 3.799673 0.0 0.0 0.0
H 10.296611 -4.306349 2.439208 0.0 -0.1 0.0
H 8.921610 -2.431931 3.330480 0.0 0.0 0.0
H 6.771761 -3.158352 2.681281 0.0 0.0 0.0
H 7.367827 -4.811167 2.662577 0.0 0.0 0.0
H 7.162985 -3.993343 0.436927 0.0 0.0 0.0
H 8.882221 -4.207714 0.723533 0.1 0.0 0.1
H 10.247901 -2.495465 0.692066 0.0 0.0 0.0
H 9.582466 -1.232453 1.755754 0.0 -0.1 0.0
H 9.628603 -0.978027 0.011147 0.0 0.0 0.0
```
Positions in Å, forces in eV/Å.

Atom charges from the Mulliken analysis, given in e for atoms 1 to 2: atom 1 (C): -0.824, atom 2 (C): 0.151

Entry 2:
Computed, not measured: C37H54AsN5O2PdS as an isolated structure, with wB97M-V/def2-TZVPD.

Properties
* highest occupied orbital energy: -0.0284 hartree
* total charge: -2
* ΔE to the lowest compared entry with this formula, charge and spin: 0.0 kcal/mol

XYZ file:
```
101
Properties=species:S:1:pos:R:3:forces:R:3
Pd 0.159016 -0.099654 -1.493622 0.5 -0.2 -0.6
C 2.081904 -3.522994 0.946685 0.0 -0.1 0.0
C 1.551814 -2.738692 -0.218350 -0.2 -0.1 -0.1
N 2.018680 -1.608071 -0.584093 0.2 -0.1 0.1
O 3.017338 -1.125973 0.286844 0.0 0.1 0.0
C 0.423975 -3.261982 -0.999775 0.1 -0.1 0.1
C 0.289814 -4.738926 -1.226229 0.0 -0.1 0.0
N -0.434762 -2.407305 -1.481897 0.0 0.2 0.1
O -1.400581 -2.861080 -2.224188 -0.1 0.0 0.0
H 2.292917 -2.849334 1.774198 0.0 0.0 0.0
H 3.012793 -4.036200 0.685808 0.0 0.0 0.0
H 1.355268 -4.271541 1.262173 0.0 0.0 0.0
H 2.969838 -0.181196 0.091947 0.0 0.0 0.0
H 1.261896 -5.210994 -1.399743 0.0 0.0 0.0
H -0.352844 -4.887440 -2.093540 0.0 0.0 0.0
H -0.175290 -5.255858 -0.377642 0.0 0.0 0.0
C -5.085611 -1.332405 5.172414 0.0 0.0 0.0
C -3.758293 -1.023187 4.531774 0.0 0.0 0.0
C -3.432990 -1.509952 3.276357 0.0 0.0 0.0
C -2.219464 -1.210797 2.663098 0.0 0.0 0.0
C -1.957716 -1.785650 1.299430 0.0 0.0 -0.1
C -1.282284 -0.370374 3.302069 -0.1 0.1 0.0
As 0.399130 -0.162150 2.194515 0.0 0.0 -0.2
N 0.180253 0.916315 0.757130 0.0 -0.2 0.0
C -0.866020 1.700252 0.378607 -0.2 0.2 0.0
C -2.206570 1.619993 0.825659 0.0 0.1 0.0
C -3.197427 2.458243 0.325089 0.0 0.0 0.1
C -2.923417 3.431052 -0.622322 0.0 0.0 0.0
C -1.599712 3.551478 -1.058017 0.0 0.0 0.0
C -0.607441 2.732390 -0.569683 0.0 0.0 0.0
C 1.563812 1.019871 3.308095 0.0 0.0 0.0
C 2.669848 0.414931 3.916243 0.1 0.1 0.1
C 2.895439 -1.078896 3.925052 0.0 -0.1 0.0
C 3.636489 1.198747 4.553487 -0.1 -0.1 0.0
C 3.527138 2.575335 4.619227 0.0 0.0 0.0
C 4.568772 3.411263 5.314725 0.0 0.0 0.0
C 2.410801 3.165010 4.036934 0.0 0.0 0.0
C 1.438143 2.418956 3.383576 0.0 -0.1 0.0
C 0.265954 3.153109 2.797957 0.0 0.0 0.0
C -1.584867 0.080871 4.599411 0.0 0.0 0.0
C -0.661485 0.916609 5.454007 0.0 0.0 0.0
C -2.812617 -0.244845 5.178964 0.0 0.0 0.0
H -5.657594 -2.033245 4.562835 0.0 0.0 0.0
H -5.689294 -0.429124 5.292642 0.0 0.0 0.0
H -4.959778 -1.774202 6.164098 0.0 0.0 0.0
H -4.139780 -2.140879 2.745243 0.0 0.0 0.0
H -2.796988 -2.391396 0.956760 0.0 0.0 0.0
H -1.063052 -2.411584 1.294736 0.0 0.0 0.0
H -1.778217 -1.015230 0.544358 0.0 0.0 0.0
H -2.481127 0.885507 1.567139 0.0 0.1 0.0
H -4.211514 2.331140 0.693911 0.0 0.0 0.0
H -3.706322 4.065371 -1.020805 0.0 0.0 0.0
H -1.335220 4.292121 -1.806642 0.0 0.0 0.0
H 0.403579 2.813998 -0.946548 0.0 0.0 0.0
H 1.969323 -1.648446 3.901381 0.0 0.0 0.0
H 3.451778 -1.365671 4.820879 0.0 0.0 0.0
H 3.474188 -1.384327 3.049196 0.0 0.0 0.0
H 4.491032 0.707020 5.011832 0.0 0.0 0.0
H 5.422772 2.802376 5.615761 0.0 0.0 0.0
H 4.166437 3.887588 6.213010 0.0 0.0 0.0
H 4.938292 4.208467 4.665690 0.0 0.0 0.0
H 2.289928 4.244476 4.092312 0.0 0.0 0.0
H 0.090975 4.079550 3.351601 0.0 0.0 0.0
H -0.647214 2.557538 2.811049 0.0 0.0 0.0
H 0.437942 3.399987 1.750089 0.0 0.0 0.0
H 0.369021 0.573063 5.421766 0.0 0.0 0.0
H -0.998649 0.885023 6.492163 0.0 0.0 0.0
H -0.653474 1.962281 5.140451 0.0 0.0 0.0
H -3.027927 0.127909 6.177662 0.0 0.0 0.0
C 3.873461 0.058812 -5.768364 0.0 0.0 0.0
C 2.902193 -1.052247 -6.149995 -0.1 0.0 0.0
C 2.830715 -2.165860 -5.107963 0.0 0.0 0.0
C 2.100165 -1.754827 -3.827467 0.0 0.0 0.1
N 0.700655 -1.479122 -4.090070 0.0 0.0 -0.1
C 0.073679 -0.329760 -3.531281 -0.3 0.1 0.2
S 0.917948 1.201395 -3.517265 -0.2 -0.2 0.3
N -1.326049 -0.416910 -3.828025 0.1 0.1 0.0
C -2.210697 0.643660 -3.344975 0.1 0.0 0.0
C -3.396596 0.847822 -4.286837 0.0 0.0 0.0
C -3.083270 1.719468 -5.503859 0.0 0.1 0.0
C -1.971106 1.192550 -6.405012 0.0 0.0 0.0
H 3.940198 0.817968 -6.552570 0.0 0.0 0.0
H 4.880837 -0.337932 -5.598250 0.0 0.0 0.0
H 3.539491 0.561323 -4.859653 0.0 0.0 0.0
H 3.183110 -1.472557 -7.123050 0.0 0.0 0.0
H 1.897474 -0.634533 -6.261912 0.0 0.0 0.0
H 3.846638 -2.495824 -4.848985 0.0 0.0 0.0
H 2.321294 -3.037612 -5.534995 0.0 0.0 0.0
H 2.550524 -0.860797 -3.397908 0.0 0.0 0.0
H 2.209963 -2.541003 -3.072826 0.0 0.0 0.0
H 0.110263 -2.284908 -3.922529 0.0 0.0 0.0
H -1.640596 -1.318877 -3.455164 0.0 0.0 0.0
H -1.634645 1.566376 -3.274705 0.0 0.0 0.0
H -2.566251 0.438234 -2.327663 0.0 0.0 0.0
H -4.212002 1.316186 -3.723944 0.0 0.0 0.0
H -3.767776 -0.131200 -4.614378 0.0 0.0 0.0
H -2.805561 2.717098 -5.144124 0.0 0.0 0.0
H -3.998317 1.855468 -6.095422 0.0 0.0 0.0
H -1.018738 1.151314 -5.876383 0.0 0.0 0.0
H -1.850951 1.832072 -7.286041 0.0 0.0 0.0
H -2.186809 0.175983 -6.743331 0.0 0.0 0.0
```
Positions in Å, forces in eV/Å.

Atom charges from the Mulliken analysis, given in e for atoms 1 to 2: atom 1 (Pd): 0.346, atom 2 (C): -1.427

In the order shown, the computed LUMO values come out to -0.2 4.2 eV.
In the order shown, the computed orbital gap values come out to 8.24 4.96 eV.